DFT (the ωB97M-V functional and the def2-TZVPD basis) results for H12O6 as an isolated structure.

Last column: natural (NBO) charge in e.
Cartesian coordinates (Å):
O 18.353 -1.225 -4.668  -1.01
H 18.444 -0.923 -5.571  0.44
H 19.207 -1.601 -4.453  0.44
O 16.650 0.259 -5.618  -0.95
H 17.380 0.416 -6.217  0.46
H 16.630 -0.692 -5.509  0.48
O 18.740 -1.996 -8.790  -0.92
H 19.603 -1.864 -8.398  0.46
H 18.841 -1.705 -9.697  0.49
O 18.941 -0.564 -6.543  -0.91
H 18.972 -1.161 -7.291  0.49
H 19.623 0.083 -6.725  0.46
O 21.919 -0.219 -7.969  -1.00
H 22.492 0.526 -8.154  0.45
H 21.166 0.165 -7.519  0.42
O 20.673 0.909 -6.946  -0.84
H 20.050 1.616 -6.774  0.52
H 21.316 0.979 -6.240  0.53

Kohn-Sham gap = 9.14 eV
Multiplicity = 1
LUMO energy = -0.49 eV
Highest occupied orbital energy = -9.62 eV
Total energy = -12473.88273 eV
Energy above the lowest of the compared OMol25 structures with the same formula, charge and spin = 697.7 kJ/mol


DFT (the ωB97M-V functional and the def2-TZVPD basis) results for a 2-piece molecular cluster, C4H9NS2 overall.

Last column: natural (NBO) charge in e.
Cartesian coordinates (Å):
C -1.002 1.638 1.452  -0.02
C -1.749 1.560 0.267  -0.48
C -0.427 -0.497 2.075  -0.02
N -0.086 0.717 1.915  -0.43
H -1.053 2.518 2.121  0.20
H -1.589 0.683 -0.385  0.20
H -2.555 2.281 0.114  0.22
H 0.307 -1.201 2.535  0.18
H -1.411 -0.915 1.838  0.16
C 1.184 -0.118 -2.016  -0.78
S 0.843 -1.773 -2.466  0.12
S 1.241 -2.830 -0.681  -0.15
H 0.573 0.196 -1.192  0.23
H 0.898 0.494 -2.883  0.23
H 2.248 0.015 -1.942  0.22
H 2.578 -2.766 -0.753  0.13

Kohn-Sham gap = 9.49 eV
Multiplicity = 1
LUMO energy = 0.46 eV
Highest occupied orbital energy = -9.03 eV
Total energy = -27452.62268 eV
Structure (SMILES) = C=CN=C.CSS
Energy above the lowest of the compared OMol25 structures with the same formula, charge and spin = 204.8 kJ/mol


DFT (the ωB97M-V functional and the def2-TZVPD basis) results for C39H37Cl2MnN6O3P2SSe2 as an isolated structure.

Last column: Löwdin spin population.
Cartesian coordinates (Å):
Mn 0.364 0.340 0.238  4.69
Se -5.856 -2.572 -1.827  0.00
P -5.555 -0.519 -1.407  0.00
C -6.837 0.204 -0.347  0.00
C -6.568 1.022 0.735  0.00
C -7.606 1.576 1.471  0.00
C -8.919 1.316 1.119  0.00
C -9.195 0.505 0.023  0.00
C -8.161 -0.049 -0.706  0.00
C -5.738 0.524 -2.892  0.00
C -5.727 1.909 -2.748  0.00
C -5.876 2.723 -3.852  0.00
C -6.042 2.160 -5.111  0.00
C -6.060 0.783 -5.256  0.00
C -5.908 -0.037 -4.148  0.00
C -3.908 -0.085 -0.806  0.00
C -3.097 -0.145 0.339  0.01
N -1.848 0.141 -0.083  0.03
N -1.879 0.345 -1.391  0.01
N -3.091 0.215 -1.842  0.00
P -3.270 -0.170 2.135  0.00
Se -1.728 -1.093 3.205  0.01
C -4.892 -0.872 2.504  0.00
C -5.305 -1.996 1.808  0.00
C -6.526 -2.584 2.098  0.00
C -7.324 -2.066 3.103  0.00
C -6.897 -0.956 3.823  0.00
C -5.685 -0.362 3.526  0.00
C -3.358 1.615 2.536  0.00
C -3.271 2.006 3.869  0.00
C -3.286 3.346 4.208  0.00
C -3.357 4.315 3.216  0.00
C -3.411 3.936 1.886  0.00
C -3.412 2.592 1.547  0.00
H -5.546 1.255 1.007  0.00
H -7.376 2.208 2.319  0.00
H -9.730 1.743 1.693  0.00
H -10.220 0.303 -0.259  0.00
H -8.372 -0.694 -1.551  0.00
H -5.594 2.349 -1.767  0.00
H -5.857 3.799 -3.736  0.00
H -6.154 2.798 -5.978  0.00
H -6.185 0.341 -6.236  0.00
H -5.912 -1.115 -4.246  0.00
H -4.690 -2.414 1.022  0.00
H -6.850 -3.434 1.513  0.00
H -8.280 -2.522 3.326  0.00
H -7.518 -0.545 4.608  0.00
H -5.375 0.518 4.076  0.00
H -3.145 1.251 4.636  0.00
H -3.216 3.636 5.247  0.00
H -3.351 5.363 3.482  0.00
H -3.445 4.685 1.106  0.00
H -3.452 2.302 0.504  0.00
N -0.185 2.711 0.119  0.04
N 0.693 3.249 -0.846  0.00
C 1.773 2.440 -1.305  0.01
O 2.672 3.004 -1.918  0.01
O 1.654 1.191 -1.083  0.06
H -1.143 2.927 -0.124  0.00
H 0.016 3.058 1.052  0.00
H 0.962 4.212 -0.721  0.00
Cl 1.346 -1.824 1.638  0.03
C 2.158 -1.224 3.063  0.00
C 2.756 -2.165 3.877  0.00
C 3.420 -1.752 5.023  0.00
C 3.465 -0.400 5.323  0.00
C 2.853 0.513 4.489  0.00
Cl 2.949 2.191 4.941  0.00
C 2.168 0.159 3.314  0.01
S 1.428 1.331 2.292  0.04
H 2.693 -3.210 3.612  0.00
H 3.894 -2.473 5.673  0.00
H 3.972 -0.039 6.207  0.00
O 0.470 -1.495 -1.139  0.03
C 0.966 -1.756 -2.215  0.01
C 1.239 -0.717 -3.257  0.00
C 2.780 -0.598 -3.347  0.00
C 3.540 -0.974 -2.060  0.00
C 3.824 -2.479 -1.888  0.00
C 2.600 -3.348 -1.581  0.00
N 1.496 -3.013 -2.491  0.00
H 0.804 0.220 -2.922  0.00
H 0.800 -1.005 -4.214  0.00
H 3.012 0.435 -3.607  0.00
H 3.160 -1.225 -4.162  0.00
H 3.013 -0.569 -1.192  0.00
H 4.503 -0.459 -2.076  0.00
H 4.558 -2.624 -1.090  0.00
H 4.297 -2.843 -2.809  0.00
H 2.242 -3.176 -0.568  0.00
H 2.833 -4.412 -1.672  0.00
H 1.826 -3.039 -3.448  0.00

Total charge = -1
Kohn-Sham gap (spin up / spin down) = 7.00 / 7.06 eV
Multiplicity = 6
LUMO energy (spin up / spin down) = 2.22 / 2.22 eV
Highest occupied orbital energy (spin up / spin down) = -4.78 / -4.85 eV
Total energy = -272603.98102 eV
Energy above the lowest of the compared OMol25 structures with the same formula, charge and spin = 0.0 kJ/mol


DFT (the ωB97M-V functional and the def2-TZVPD basis) results for a 3-piece molecular cluster, C7H17NO overall.

Last column: natural (NBO) charge in e.
Cartesian coordinates (Å):
C 0.499 0.716 -0.099  0.38
C 0.792 -0.566 -0.482  0.05
C -1.511 -0.653 0.413  -0.20
C 0.738 1.294 1.256  -0.69
C 2.789 0.848 -0.961  -0.75
C -1.845 -1.857 -0.425  -0.67
C -2.525 0.451 0.327  -0.67
N 1.368 -1.546 0.274  -0.81
O -0.059 1.520 -1.042  -0.69
H -0.567 2.216 -0.611  0.48
H 0.523 -0.834 -1.493  0.23
H -1.197 -0.901 1.426  0.17
H 1.912 -1.248 1.069  0.38
H 1.819 -2.279 -0.247  0.39
H -0.210 1.597 1.708  0.22
H 1.387 2.166 1.174  0.23
H 1.207 0.580 1.930  0.22
H 3.007 0.268 -1.856  0.17
H 3.462 0.621 -0.135  0.16
H 2.688 1.910 -1.166  0.18
H -2.288 1.302 0.973  0.19
H -1.917 -1.597 -1.488  0.20
H -1.101 -2.650 -0.318  0.21
H -2.821 -2.292 -0.151  0.20
H -2.619 0.822 -0.700  0.21
H -3.533 0.113 0.624  0.20

Kohn-Sham gap (spin up / spin down) = 6.79 / 7.05 eV
Multiplicity = 1
LUMO energy (spin up / spin down) = 0.81 / 0.81 eV
Highest occupied orbital energy (spin up / spin down) = -5.98 / -6.24 eV
Total energy = -11067.13531 eV
Energy above the lowest of the compared OMol25 structures with the same formula, charge and spin = 579.2 kJ/mol


DFT (the ωB97M-V functional and the def2-TZVPD basis) results for an isolated ion of composition C5H11N4 and charge +1.

Last column: natural (NBO) charge in e.
Cartesian coordinates (Å):
C -1.759 -0.849 0.043  -0.36
C -0.860 -1.906 0.344  0.14
C -1.387 0.438 0.239  0.41
C 1.113 0.524 0.182  0.65
C 1.347 0.268 -1.265  -0.73
N 0.403 -1.835 0.222  -0.67
N -0.093 0.864 0.652  -0.60
N -2.283 1.509 0.172  -0.78
N 2.270 0.644 0.847  -0.73
H -2.772 -0.976 -0.142  0.24
H -1.302 -2.783 0.609  0.18
H 0.463 -0.134 -1.903  0.28
H 1.995 -0.595 -1.443  0.27
H 1.649 1.086 -1.831  0.25
H 0.971 -2.598 0.565  0.37
H -0.029 1.553 1.385  0.43
H -3.146 1.248 -0.344  0.40
H -1.872 2.277 -0.353  0.39
H 2.243 0.616 1.821  0.42
H 3.050 0.647 0.200  0.44

Total charge = +1
Kohn-Sham gap = 9.26 eV
Multiplicity = 1
LUMO energy = -3.47 eV
Highest occupied orbital energy = -12.73 eV
Total energy = -11316.55508 eV
Structure (SMILES) = [H]/N=C/C=C(/N)NC(C)=[NH2+]
Energy above the lowest of the compared OMol25 structures with the same formula, charge and spin = 124.7 kJ/mol


DFT (the ωB97M-V functional and the def2-TZVPD basis) results for C10H20N4O7Y as an isolated structure.

Last column: natural (NBO) charge in e.
Cartesian coordinates (Å):
O 3.480 -0.014 -3.318  -0.71
H 3.636 0.576 -4.075  0.47
Y -0.184 0.123 0.334  1.64
N 0.153 -0.278 2.312  -0.37
N 1.105 -1.429 0.081  -0.32
N -1.835 1.270 0.719  -0.28
N -0.736 0.364 -1.596  -0.27
O -0.297 0.428 3.330  -0.56
O -2.338 1.712 1.890  -0.47
O -0.184 -0.181 -2.699  -0.45
O 1.229 -2.091 -1.026  -0.48
C 1.487 -1.984 1.307  0.15
C 0.991 -1.380 2.477  0.16
C -2.470 1.576 -0.450  0.24
C -1.913 1.036 -1.675  0.25
C 1.261 -1.800 3.877  -0.67
H 0.321 -2.015 4.398  0.25
H 1.767 -0.994 4.428  0.26
H 1.889 -2.697 3.973  0.24
C 2.380 -3.172 1.231  -0.67
H 3.269 -2.936 0.631  0.25
H 1.866 -4.008 0.742  0.25
H 2.740 -3.536 2.203  0.23
C -3.708 2.400 -0.441  -0.70
C -2.585 1.223 -2.991  -0.70
H -3.816 3.064 0.420  0.28
H -4.603 1.761 -0.472  0.28
H -3.740 3.052 -1.328  0.26
H -2.339 0.474 -3.747  0.28
H -2.337 2.207 -3.418  0.28
H -3.677 1.181 -2.874  0.25
H -1.709 1.332 2.574  0.53
H 0.720 -0.434 -2.410  0.53
C 3.142 0.818 -2.228  -0.27
H 3.265 0.319 -1.267  0.19
H 2.210 1.360 -2.389  0.14
H 3.892 1.592 -2.204  0.19
O 0.879 2.083 1.027  -0.82
H -0.063 2.084 0.698  0.44
H 0.946 1.304 1.657  0.49
O -2.412 -2.660 0.108  -0.38
C -1.681 -1.732 0.192  0.58

Total charge = +1
Kohn-Sham gap (spin up / spin down) = 5.03 / 5.01 eV
Multiplicity = 1
LUMO energy (spin up / spin down) = -5.85 / -5.86 eV
Highest occupied orbital energy (spin up / spin down) = -10.88 / -10.87 eV
Total energy = -32013.83107 eV
Energy above the lowest of the compared OMol25 structures with the same formula, charge and spin = 346.8 kJ/mol